{"formula": "C37H34N8O4S2W", "method": "ωB97M-V with the def2-TZVPD basis set", "de_lowest_ev": 0.1871, "lumo_ev": -6.8, "gap_ev": 6.651, "charge": 2, "symbols": ["W", "S", "S", "O", "O", "O", "O", "N", "N", "N", "N", "N", "N", "N", "N", "C", "C", "C", "C", "C", "C", "C", "C", "C", "C", "C", "C", "C", "C", "C", "C", "C", "C", "C", "C", "C", "C", "C", "C", "C", "C", "C", "C", "C", "C", "C", "C", "C", "C", "C", "C", "C", "H", "H", "H", "H", "H", "H", "H", "H", "H", "H", "H", "H", "H", "H", "H", "H", "H", "H", "H", "H", "H", "H", "H", "H", "H", "H", "H", "H", "H", "H", "H", "H", "H", "H"], "positions_angstrom": [[-0.200, -0.907, 0.033], [1.108, -3.527, -0.947], [-1.045, -1.898, 2.479], [0.306, 1.343, 3.583], [-2.097, 1.949, 2.409], [0.821, -3.263, 0.474], [2.408, -4.003, -1.284], [-2.042, -3.738, 3.990], [0.825, -2.021, -1.493], [1.119, 0.515, -1.290], [-0.420, 0.594, 1.500], [-1.442, 0.761, -0.799], [1.798, -0.748, 1.200], [-0.263, -4.477, 2.651], [-1.740, -1.642, -0.437], [3.807, -0.924, 3.102], [3.132, 0.035, -4.350], [-5.767, -2.517, -0.930], [1.751, -0.051, -2.356], [2.220, -2.063, -3.558], [1.967, 2.642, -1.956], [-1.567, 1.400, 1.490], [-1.806, 0.813, -2.084], [-3.166, -7.211, -3.073], [2.650, -0.210, 3.367], [-2.253, -5.678, -1.286], [-3.071, -1.961, -0.589], [-3.077, 2.400, -0.261], [-2.489, -4.966, 4.654], [2.982, -1.315, -4.482], [1.611, -1.439, -2.503], [2.604, 2.090, -3.036], [-0.132, -4.606, -1.543], [-1.108, -3.554, 3.061], [-2.797, 1.666, -2.517], [-4.855, -2.860, -1.923], [1.226, 1.817, -1.105], [0.034, -5.804, 3.199], [-2.098, -6.308, -2.518], [-3.451, 2.471, -1.592], [1.680, -0.152, 2.393], [-5.332, -1.881, 0.228], [0.060, -5.241, -2.768], [-1.283, -4.821, -0.792], [-3.510, -2.587, -1.758], [0.443, 0.661, 2.612], [3.953, -1.520, 1.859], [2.932, -1.409, 0.939], [-0.926, -6.080, -3.246], [2.510, 0.702, -3.269], [-2.065, 1.531, 0.086], [-3.991, -1.596, 0.403], [2.480, 0.308, 4.300], [-6.044, -1.602, 0.994], [1.082, -6.011, 2.998], [-3.629, -6.750, -3.948], [0.982, -5.101, -3.321], [-0.564, -6.584, 2.729], [-4.243, 3.138, -1.909], [-3.944, -7.412, -2.339], [-2.788, -2.845, -2.525], [-1.406, -4.336, 0.164], [3.187, 2.704, -3.713], [0.714, 2.231, -0.246], [2.022, 3.702, -1.748], [-0.110, -5.831, 4.273], [-2.740, -8.161, -3.399], [-1.939, -5.157, 5.574], [4.851, -2.061, 1.597], [-3.151, -5.855, -0.704], [0.312, -4.189, 1.868], [3.721, 0.606, -5.057], [-0.785, -6.585, -4.195], [-1.283, 0.155, -2.765], [3.035, -1.843, -0.044], [-3.544, 2.993, 0.514], [-5.196, -3.338, -2.832], [-3.539, -4.841, 4.905], [-2.403, -5.817, 3.990], [-6.817, -2.742, -1.063], [2.137, -3.133, -3.681], [4.590, -0.999, 3.847], [-3.055, 1.693, -3.567], [-3.628, -1.100, 1.294], [3.452, -1.831, -5.308], [-2.519, -2.891, 4.260]], "lowdin_charge": [1.734, 0.647, 0.841, 0.165, 0.173, -0.441, -0.228, -0.021, -0.251, -0.003, -0.123, -0.051, -0.025, 0.002, -0.136, 0.003, -0.006, -0.051, -0.172, 0.013, -0.006, -0.438, -0.090, -0.027, 0.040, -0.024, -0.347, 0.051, -0.035, -0.029, -0.261, 0.043, -0.281, -0.673, -0.001, -0.058, -0.092, -0.025, -0.240, 0.007, -0.226, -0.055, -0.035, -0.070, -0.033, -0.493, -0.004, -0.097, -0.008, -0.132, -0.186, -0.028, 0.138, 0.117, 0.100, 0.094, 0.114, 0.095, 0.130, 0.083, 0.120, 0.091, 0.138, 0.119, 0.124, 0.084, 0.094, 0.097, 0.126, 0.125, 0.064, 0.129, 0.131, 0.128, 0.100, 0.141, 0.116, 0.099, 0.082, 0.117, 0.104, 0.129, 0.126, 0.088, 0.123, 0.118]}

***

{"formula": "C22H41F3O6", "method": "ωB97M-V with the def2-TZVPD basis set", "lumo_ev": 0.5, "gap_ev": 9.164, "smiles": "C=CCOCCOCCCOCC(F)(F)F.C1CCOC1.C1CCOC1.C1CCOC1", "symbols": ["F", "F", "F", "O", "O", "O", "O", "O", "O", "C", "C", "C", "C", "C", "C", "C", "C", "C", "C", "C", "C", "C", "C", "C", "C", "C", "C", "C", "C", "C", "C", "H", "H", "H", "H", "H", "H", "H", "H", "H", "H", "H", "H", "H", "H", "H", "H", "H", "H", "H", "H", "H", "H", "H", "H", "H", "H", "H", "H", "H", "H", "H", "H", "H", "H", "H", "H", "H", "H", "H", "H", "H"], "positions_angstrom": [[1.079, 1.442, 4.970], [3.025, 0.053, 4.525], [2.773, 1.000, 6.730], [-0.101, -1.102, 5.406], [-3.034, 0.506, -2.149], [-2.313, -1.263, 1.026], [1.536, -0.494, -4.126], [-6.338, 1.383, -0.924], [6.017, -2.576, 2.637], [2.068, 0.749, -4.604], [-2.967, -0.149, -3.497], [5.631, -1.915, 3.850], [6.478, -0.666, 3.957], [6.707, -0.314, 2.510], [0.143, -1.762, 4.112], [3.571, 0.590, -4.660], [-7.578, 1.871, -1.454], [-1.772, 0.686, -4.311], [-1.056, -1.807, 1.622], [-7.863, 3.187, -0.764], [-3.466, -0.460, -1.124], [-2.082, -1.058, -0.416], [-1.944, 1.299, -5.660], [2.023, 0.438, 5.545], [-5.719, 2.435, -0.170], [1.145, -0.838, 6.143], [6.831, -1.679, 1.868], [-0.809, -0.945, 3.007], [-6.475, 3.706, -0.489], [3.722, -0.882, -4.948], [2.579, -1.478, -4.156], [7.862, -2.046, 1.909], [7.435, -0.904, 4.437], [-1.833, -0.747, 3.590], [-2.670, -1.285, -3.432], [-6.433, 4.441, 0.319], [-1.201, -0.286, -0.593], [4.041, 1.234, -5.408], [-0.263, 0.071, 2.750], [1.756, 1.562, -3.943], [4.567, -1.666, 3.771], [-8.386, 3.007, 0.183], [-4.659, 2.500, -0.430], [-5.804, 2.179, 0.892], [-8.474, 3.863, -1.368], [-1.872, -2.110, -0.903], [-4.168, -1.306, -1.548], [-2.637, 0.884, -6.508], [2.876, -1.682, -3.122], [-4.078, 0.160, -0.317], [-1.340, 2.311, -5.855], [1.651, 0.929, -5.601], [-1.238, -2.955, 1.797], [5.996, 0.129, 4.532], [-0.223, -2.898, 4.119], [-0.126, -1.607, 0.917], [-0.750, 0.808, -3.725], [-6.065, 4.168, -1.395], [1.270, -1.795, 3.788], [4.009, 0.824, -3.682], [3.573, -1.067, -6.018], [-4.012, -0.085, -4.060], [1.811, -1.793, 6.309], [2.200, -2.403, -4.599], [6.500, -1.684, 0.826], [7.584, 0.316, 2.344], [-7.450, 2.008, -2.533], [0.812, -0.492, 7.236], [5.769, -2.590, 4.698], [5.829, 0.208, 2.112], [-8.367, 1.131, -1.287], [4.696, -1.288, -4.663]], "lowdin_charge": [0.016, -0.001, -0.018, -0.194, -0.237, -0.229, -0.158, -0.152, -0.138, -0.219, -0.185, -0.208, -0.182, -0.182, -0.195, -0.183, -0.205, -0.101, -0.199, -0.185, -0.160, -0.171, -0.045, -0.192, -0.214, -0.088, -0.208, -0.116, -0.181, -0.183, -0.205, 0.116, 0.117, 0.139, 0.122, 0.116, 0.146, 0.116, 0.124, 0.116, 0.097, 0.116, 0.114, 0.120, 0.115, 0.132, 0.139, 0.060, 0.117, 0.127, 0.066, 0.117, 0.134, 0.112, 0.136, 0.132, 0.098, 0.119, 0.128, 0.117, 0.118, 0.136, 0.157, 0.118, 0.116, 0.115, 0.117, 0.162, 0.119, 0.117, 0.117, 0.115]}

***

{"formula": "C6H2BCl5CrF2O7P2", "method": "ωB97M-V with the def2-TZVPD basis set", "spin_multiplicity": 5, "de_lowest_ev": 0.0000, "lumo_ev": [4.2, 4.2], "s_squared": 6.027, "gap_ev": [6.221, 6.394], "charge": -2, "symbols": ["Cr", "Cl", "Cl", "Cl", "Cl", "Cl", "P", "P", "F", "F", "O", "O", "O", "O", "O", "O", "O", "C", "C", "C", "C", "C", "C", "B", "H", "H"], "positions_angstrom": [[-0.271, 0.154, -0.966], [-0.181, -2.493, 1.107], [2.299, -3.561, 2.650], [5.359, 0.333, 0.477], [2.894, 1.419, -1.076], [5.080, -2.162, 2.342], [-3.186, 1.577, -1.407], [-1.937, 2.127, 1.184], [0.841, -0.616, -3.811], [0.115, -2.436, -2.763], [-3.027, 1.197, 1.931], [-1.973, 0.827, -1.909], [-0.764, 1.263, 0.754], [-2.734, 2.518, -0.185], [-4.082, 0.429, -0.645], [-1.720, 3.334, 2.002], [-4.071, 2.335, -2.315], [1.367, -1.669, 0.899], [2.683, 0.010, -0.037], [1.434, -0.576, 0.056], [2.460, -2.174, 1.608], [3.811, -0.451, 0.648], [3.696, -1.557, 1.477], [0.289, -1.082, -2.644], [-3.379, 0.540, 1.316], [-5.000, 0.715, -0.692]], "lowdin_charge": [0.600, 0.641, 0.606, 0.604, 0.640, 0.603, 0.194, 0.190, 0.051, 0.054, -0.154, -0.380, -0.373, -0.270, -0.166, -0.312, -0.315, -0.660, -0.665, -0.281, -0.699, -0.699, -0.716, -0.589, 0.034, 0.063]}

***

{"formula": "Cl6CsIK3Li4Mg", "method": "ωB97M-V with the def2-TZVPD basis set", "lumo_ev": -11.4, "gap_ev": 2.905, "charge": 3, "symbols": ["Cs", "I", "K", "K", "K", "Cl", "Cl", "Cl", "Cl", "Cl", "Cl", "Mg", "Li", "Li", "Li", "Li"], "positions_angstrom": [[-2.347, 3.812, 1.065], [-0.496, -4.250, -0.234], [3.366, -2.433, -2.173], [0.023, 1.327, 4.772], [-0.315, -0.635, 0.469], [3.487, -0.166, 0.492], [-3.297, 0.137, 0.939], [1.063, 1.224, -2.204], [-2.273, -0.268, -3.150], [0.517, 2.280, 1.861], [1.763, -1.281, 4.065], [-0.205, 0.503, -4.124], [-3.859, 0.395, -1.439], [2.179, 2.099, -0.127], [3.590, -0.071, 2.862], [-3.194, -2.672, -3.074]], "lowdin_charge": [0.831, -0.347, 0.744, 0.667, 0.148, -0.434, -0.459, -0.150, -0.179, -0.483, -0.501, 0.781, 0.569, 0.523, 0.551, 0.739]}